1.
Formula: C7H12N2
Source: OMol25
Level of theory: ωB97M-V/def2-TZVPD

```
21
Properties=species:S:1:pos:R:3
C -0.9287 -2.0634 0.5039
C -0.8056 -0.8850 -0.0746
C -1.9050 -0.2400 -0.8836
C 0.5589 -0.2290 0.0290
C 0.5366 1.0850 0.6054
C 1.0786 2.1480 1.1453
C -0.4306 2.2657 0.9070
H -0.2578 -2.6175 1.1273
H -1.9225 -2.5276 0.3052
H -1.5605 0.4249 -1.7089
H -2.5359 -1.0406 -1.3394
H -2.5912 0.3435 -0.3517
H 1.1434 -0.9056 0.6264
H 0.8750 -0.2257 -1.0664
H 2.0469 2.6148 1.3428
H -1.1833 2.1680 1.6786
H -0.8235 2.9507 0.1663
H 4.4335 -0.0796 -0.1585
N 3.5934 -0.6160 -0.4617
N 3.4525 -1.6814 0.1008
H 4.2294 -1.9425 0.7116
```

Properties
**LUMO**: 0.693 eV
**ΔE to the lowest compared entry with this formula, charge and spin**: 121.7 kcal per mole
**SMILES**: C=C(C)CC1=CC1.[H]/N=N\[H]
**HOMO level**: -8.747 eV
**Max |F|**: 3.38 eV/Å
**Kohn-Sham gap**: 9.4 eV

2.
Formula: C3H5FN2
Source: OMol25
Level of theory: ωB97M-V/def2-TZVPD

```
11
Properties=species:S:1:pos:R:3
C 2.1498 -0.4852 0.0751
C 0.8601 -0.0662 0.0841
F 0.8327 1.3219 -0.1491
C -0.3244 -0.9459 -0.1344
N -1.6446 -0.7465 -0.0055
N -1.8733 0.5772 0.1320
H 2.0437 -1.5891 -0.1411
H 3.1990 0.0609 0.5697
H -0.1446 -2.1407 -0.2120
H -1.2094 1.2879 -0.1110
H -2.8705 0.6523 0.2017
```

Properties
**LUMO**: 0.218 eV
**ΔE to the lowest compared entry with this formula, charge and spin**: 79.4 kcal per mole
**SMILES**: C=C(F)/C=N\N
**HOMO level**: -8.272 eV
**Max |F|**: 5.57 eV/Å
**Kohn-Sham gap**: 8.5 eV

3.
Formula: C6H22O5
Source: OMol25
Level of theory: ωB97M-V/def2-TZVPD

```
33
Properties=species:S:1:pos:R:3
C 2.4922 -3.7242 1.4305
C 2.0229 -2.4745 2.1808
O 0.6501 -2.5301 2.4282
H 1.9670 -3.8939 0.4906
H 2.2330 -4.6679 1.9103
H 3.5421 -3.6473 1.1480
H 2.3488 -1.5669 1.6726
H 2.6612 -2.3521 3.0559
H 0.4381 -2.6963 3.3497
C -2.6292 -2.7579 -5.6663
O -2.2242 -3.2447 -6.9019
H -1.7649 -2.4145 -5.0977
H -3.3834 -1.9881 -5.8299
H -3.0737 -3.5529 -5.0676
H -2.4977 -2.6209 -7.5784
C 4.8550 2.8847 -1.1345
O 5.9694 2.2504 -1.5431
H 4.9738 3.9679 -1.1100
H 4.0752 2.6643 -1.8635
H 4.4739 2.6678 -0.1366
H 5.7225 1.4058 -1.9267
C -3.5203 3.8473 4.5617
O -3.6077 4.4169 5.7826
H -2.7955 3.0348 4.5094
H -4.4333 3.4201 4.1470
H -3.1095 4.6663 3.9714
H -4.4511 4.1853 6.1783
C -1.9465 0.8870 -0.8463
O -2.1685 0.8192 0.5802
H -2.6362 1.5002 -1.4263
H -0.9722 1.3403 -1.0287
H -1.7098 -0.1001 -1.2435
H -1.5016 0.2738 1.0038
```

Properties
**LUMO**: 0.387 eV
**ΔE to the lowest compared entry with this formula, charge and spin**: 89.9 kcal per mole
**SMILES**: CCO.CO.CO.CO.CO
**HOMO level**: -10.062 eV
**Max |F|**: 3.16 eV/Å
**Kohn-Sham gap**: 10.4 eV

4.
Formula: C25H74NO11S10
Source: OMol25
Level of theory: ωB97M-V/def2-TZVPD

```
121
Properties=species:S:1:pos:R:3
C 1.5846 0.8525 0.8213
N 0.8961 -0.3867 0.3210
C 1.9754 -1.2859 -0.2094
C 0.3212 -0.9759 1.6470
C -0.0561 0.0389 -0.7388
C -0.9875 1.2545 -0.3241
O -2.0218 1.1383 -1.2539
H 2.2361 0.5705 1.5670
H 1.0308 1.4634 1.6072
H 1.7876 1.4228 0.0290
H 2.6182 -1.7567 0.4704
H 2.4566 -0.8407 -1.2174
H 1.3642 -2.1089 -0.6062
H 1.1149 -1.1863 2.3135
H -0.1546 -1.9051 1.4987
H -0.3139 -0.3665 2.0270
H -0.6411 -0.8339 -0.8057
H 0.3268 0.3877 -1.4650
H -0.4063 2.2143 -0.3228
H -1.2453 1.1525 0.7320
H -2.7259 1.7154 -0.8475
C -6.3102 4.6154 0.1394
S -4.9037 3.8814 0.9347
O -4.0740 3.1615 -0.1752
C -4.0570 5.3726 1.5942
H -6.8666 3.7916 -0.2852
H -6.2009 5.0631 -0.6460
H -6.9252 5.0468 0.8727
H -3.2633 5.0507 1.9906
H -4.6055 5.8061 2.3979
H -3.9544 5.9277 0.7327
C -3.0631 -2.2755 3.6193
S -2.5317 -0.6756 4.3101
O -1.0060 -0.6529 4.3237
C -2.9539 0.3740 2.9601
H -4.1199 -2.3217 3.3845
H -2.6724 -2.8872 4.5116
H -2.4494 -2.3505 2.8010
H -4.1419 0.4643 2.7995
H -2.6744 -0.1874 2.0191
H -2.6471 1.3698 2.9231
C -4.9269 -0.4663 -0.5957
S -5.2493 -2.1484 -0.2249
O -6.7217 -2.2965 0.1582
C -5.1811 -2.7730 -1.9441
H -5.6274 -0.0454 -1.1955
H -4.0688 -0.1309 -1.0353
H -5.1362 0.1555 0.2495
H -5.6779 -3.7478 -1.8525
H -4.1276 -2.9291 -2.1880
H -5.6015 -2.1400 -2.7376
C -0.0871 -5.2209 -0.2828
S -1.7452 -4.5172 -0.3333
O -1.7436 -3.1753 -0.8250
C -2.4728 -5.5784 -1.5603
H 0.0414 -6.3706 -0.0048
H 0.5890 -4.6453 0.4099
H 0.2481 -5.1251 -1.2409
H -2.4531 -6.6327 -1.0759
H -1.9347 -5.4170 -2.5355
H -3.5343 -5.1672 -1.6208
C 5.1703 -0.2005 -2.9467
S 5.8490 -0.9467 -1.4157
O 4.8556 -0.3187 -0.3970
C 7.0919 0.2965 -1.2595
H 4.6681 0.6064 -3.0877
H 4.5591 -0.9857 -3.5271
H 5.8838 -0.0891 -3.5447
H 7.4919 0.0297 -0.4240
H 6.7726 1.3362 -1.2351
H 7.9655 0.1100 -2.0178
C 0.1352 -1.5854 -3.7241
S -0.2665 -2.4377 -5.1841
O 0.4790 -3.7872 -5.3137
C -1.8575 -2.9241 -4.5849
H -0.5901 -0.9012 -3.3929
H 1.2014 -1.0645 -4.0436
H 0.3745 -2.4281 -2.9226
H -1.7756 -3.5460 -3.7165
H -2.3536 -3.5863 -5.2263
H -2.3826 -2.0943 -4.5628
C 0.2052 2.3163 4.9037
S 1.5320 1.0257 5.2170
O 2.3502 0.8424 3.9964
C 2.4671 1.8709 6.5614
H -0.3699 2.3317 5.9366
H -0.4276 1.9065 3.9970
H 0.7731 3.2470 4.7205
H 3.4432 1.3140 6.7784
H 2.0099 1.9276 7.4162
H 2.8491 2.8513 6.4276
C 4.2469 5.8064 -1.1825
S 3.9096 4.5405 0.0608
O 2.5780 3.9565 -0.1709
C 4.9789 3.3715 -0.8389
H 5.2771 6.1426 -1.1768
H 3.6478 6.7241 -0.7508
H 4.1350 5.5156 -2.1777
H 5.2911 2.3802 -0.3625
H 6.0611 3.6165 -0.9669
H 4.5428 3.2690 -1.8750
C 1.8733 3.8250 -4.4694
S 0.4564 3.3557 -5.6220
O 1.0972 3.2160 -6.9662
C 0.1572 1.7344 -4.9225
H 2.5775 2.8725 -4.5434
H 1.3466 3.9164 -3.5223
H 2.4806 4.8560 -4.5765
H 0.2951 1.7097 -3.8344
H 1.1278 1.2392 -5.2945
H -0.6581 1.4254 -5.4543
C -0.0725 -4.0805 3.5276
S 1.7086 -4.5263 3.1901
O 2.0613 -3.6883 1.9993
C 2.3393 -3.8358 4.6776
H -0.0288 -3.0414 3.6421
H -0.3637 -4.4862 4.3934
H -0.7164 -4.4614 2.7191
H 2.2090 -2.8568 4.7438
H 3.2831 -4.2025 4.8226
H 1.7250 -4.1774 5.4874
```

Properties
**LUMO**: -1.675 eV
**ΔE to the lowest compared entry with this formula, charge and spin**: 4.5 kcal per mole
**Charge**: +1
**HOMO level**: -10.522 eV
**Max |F|**: 13.11 eV/Å
**Kohn-Sham gap**: 8.8 eV